No. 1
{
  "formula": "C3H7N3O2",
  "method": "wB97M-V/def2-TZVPD",
  "symbols": ["C", "C", "C", "H", "H", "H", "H", "H", "H", "H", "N", "N", "N", "O", "O"],
  "positions_angstrom": [[-1.42458, 0.57568, 1.37455], [0.87267, -1.03747, -0.46375], [1.83596, -0.44534, -1.50330], [-2.18922, -0.24780, 3.15291], [-2.51314, 1.45803, 2.89764], [-1.16804, 1.63059, 0.95770], [-0.62951, 0.35228, -0.88208], [2.92347, -0.16322, -1.04276], [1.97032, -1.19914, -2.37976], [1.26505, 0.38416, -3.50685], [-2.38704, 0.47991, 2.45380], [-0.95983, -0.50609, 0.89068], [-0.33025, -0.33398, -0.20533], [1.33883, -1.75695, 0.46104], [1.39531, 0.80933, -2.20449]],
  "atomic_forces_ev_per_a": [[-1.342, 0.232, 1.496], [0.749, 1.111, 4.673], [1.710, 0.266, -2.600], [-0.004, 0.490, -0.643], [0.294, -2.493, -0.733], [-0.718, -1.794, 0.620], [0.142, 0.166, -0.067], [-2.909, -1.084, -0.718], [0.181, 0.875, 2.072], [0.452, 2.187, 5.844], [1.130, 2.930, -0.104], [-2.608, 0.346, 3.879], [4.688, -0.843, -5.779], [-1.129, 0.974, -3.178], [-0.635, -3.364, -4.760]],
  "nbo_charge": [0.229, 0.591, -0.168, 0.399, 0.374, 0.158, 0.387, 0.230, 0.198, 0.449, -0.828, -0.278, -0.438, -0.589, -0.711],
  "e_above_lowest_kcal_mol": 141.7,
  "homo_ha": -0.3038,
  "spin_multiplicity": 1,
  "gap_ha": 0.2886
}

=====

No. 2
{
  "formula": "C3H7N3O2",
  "method": "wB97M-V/def2-TZVPD",
  "symbols": ["C", "C", "C", "H", "H", "H", "H", "H", "H", "H", "N", "N", "N", "O", "O"],
  "positions_angstrom": [[-2.41518, -0.38234, 0.10735], [-0.17868, 0.13778, -0.04627], [1.19352, -0.16479, -0.09724], [-3.06384, 0.74067, -0.10074], [-2.33574, -0.50305, 1.47915], [-3.05742, -1.27970, -0.23084], [0.99596, 2.28980, 0.24015], [1.01697, -2.21194, -0.36122], [2.69262, -1.81299, -0.22305], [2.93176, 0.64748, 0.20221], [-0.49780, 1.41451, -0.15989], [1.76211, -1.47225, -0.03405], [1.93663, 0.94030, -0.00492], [-1.01031, -0.85982, -0.51779], [0.02938, 2.51634, -0.25285]],
  "atomic_forces_ev_per_a": [[-1.748, -1.500, 2.268], [0.784, 3.051, -2.198], [5.417, 0.406, 1.338], [2.918, -3.531, 0.107], [0.051, 0.515, -4.536], [0.830, 1.719, 0.559], [-0.889, 0.682, -2.034], [2.054, 1.917, 1.041], [0.121, 1.049, -0.149], [-1.321, 0.745, -0.535], [-6.133, -7.413, -1.103], [-4.656, -1.224, -1.108], [1.100, -2.426, 0.723], [-3.885, 3.107, 2.803], [5.357, 2.905, 2.823]],
  "nbo_charge": [-0.337, 0.266, 0.408, 0.257, 0.197, 0.197, 0.479, 0.403, 0.408, 0.352, -0.053, -0.839, -0.780, -0.530, -0.429],
  "e_above_lowest_kcal_mol": 190.8,
  "homo_ha": -0.3095,
  "spin_multiplicity": 1,
  "gap_ha": 0.3336
}

=====

No. 3
{
  "formula": "C3H7N3O2",
  "method": "wB97M-V/def2-TZVPD",
  "symbols": ["H", "N", "C", "N", "N", "O", "C", "C", "O", "H", "H", "H", "H", "H", "H"],
  "positions_angstrom": [[-1.81835, 2.07486, 0.49641], [-1.10604, 1.33829, 0.29791], [-1.52293, 0.25327, -0.05564], [-2.84921, -0.28014, 0.10540], [-0.70097, -0.79615, -0.58769], [0.50601, -0.24334, -0.70966], [1.57094, -0.27225, 0.11051], [2.68726, 0.57985, -0.34371], [1.53978, -0.71843, 1.24683], [-2.95951, -1.26343, 0.32613], [-3.43424, 0.14190, 0.90134], [-0.89008, -0.82619, -1.71863], [2.57867, 1.71622, 0.33208], [2.71790, 0.84744, -1.59599], [3.62126, -0.19591, -0.01496]],
  "atomic_forces_ev_per_a": [[0.684, -1.278, 0.338], [0.692, 4.027, 0.016], [-3.720, -3.884, 0.757], [-1.341, 1.151, 1.636], [-1.827, -0.676, -2.726], [4.585, 1.689, -2.382], [-2.125, -0.047, 3.322], [2.482, 1.441, -1.323], [0.047, -0.130, -1.661], [0.887, -0.151, -0.637], [1.544, -0.059, -1.897], [-0.416, -0.371, 3.696], [0.682, -3.833, -2.138], [-0.126, -0.884, 3.941], [-2.050, 3.005, -0.944]],
  "nbo_charge": [0.368, -0.711, 0.556, -0.872, -0.313, -0.397, 0.748, -0.731, -0.586, 0.391, 0.383, 0.381, 0.281, 0.242, 0.261],
  "e_above_lowest_kcal_mol": 131.2,
  "homo_ha": -0.3582,
  "spin_multiplicity": 1,
  "gap_ha": 0.3831
}

=====

No. 4
{
  "formula": "C3H7N3O2",
  "method": "wB97M-V/def2-TZVPD",
  "symbols": ["N", "N", "O", "C", "O", "H", "H", "H", "H", "C", "C", "N", "H", "H", "H"],
  "positions_angstrom": [[-0.18474, -0.01614, -1.75683], [0.86318, -0.10161, -0.89655], [1.18310, 1.00563, -0.05264], [1.67038, -1.18075, -0.74788], [2.68710, -1.12412, -0.08097], [-0.10935, 0.81216, -2.34536], [-1.07619, -0.03613, -1.24448], [2.02579, 0.70720, 0.34984], [1.42030, -1.98023, -1.45420], [-2.16306, -0.57593, 0.53864], [-1.46302, 0.02910, 1.31773], [-0.84147, 0.88969, 2.12979], [-2.86575, -1.19370, 0.06226], [-1.29621, 1.78554, 2.24349], [0.14994, 0.97928, 1.93714]],
  "atomic_forces_ev_per_a": [[-0.343, 0.223, 0.273], [0.570, -0.270, 0.633], [-0.345, -0.293, -0.426], [0.340, 0.990, -1.356], [-0.183, -0.241, 0.685], [0.093, -0.259, 0.118], [0.414, 0.215, -0.125], [0.034, -0.132, -0.277], [-0.227, -0.156, 0.280], [0.412, 0.293, 0.817], [-0.959, 0.254, -0.677], [0.641, -0.049, 0.356], [-0.230, -0.471, -0.283], [-0.021, -0.155, -0.068], [-0.198, 0.050, 0.048]],
  "nbo_charge": [-0.631, -0.022, -0.593, 0.482, -0.641, 0.363, 0.385, 0.498, 0.149, -0.414, 0.208, -0.832, 0.242, 0.396, 0.409],
  "e_above_lowest_kcal_mol": 135.7,
  "homo_ha": -0.3330,
  "spin_multiplicity": 1,
  "gap_ha": 0.3594
}

=====

No. 5
{
  "formula": "C3H7N3O2",
  "method": "wB97M-V/def2-TZVPD",
  "symbols": ["H", "N", "C", "N", "N", "O", "C", "C", "O", "H", "H", "H", "H", "H", "H"],
  "positions_angstrom": [[-2.71405, -1.40035, -0.72913], [-2.35239, -1.77357, 0.29771], [-1.20095, -1.26594, 0.38903], [-0.41852, -1.09480, 1.58282], [-0.59669, -0.85153, -0.81368], [-0.21573, 0.58678, -0.92847], [1.13492, 0.63958, -0.45619], [1.54690, 1.97675, -0.53731], [1.73715, -0.29184, 0.12314], [0.53412, -1.01907, 1.40093], [-0.84265, -1.91703, 2.22058], [-1.48041, -0.60502, -1.32929], [2.64461, 1.92152, -0.66101], [1.24135, 2.26237, 0.65245], [0.98235, 2.83215, -1.21158]],
  "atomic_forces_ev_per_a": [[0.555, -1.957, 3.372], [-1.778, 0.977, -2.380], [1.920, 1.263, 1.947], [-5.778, -3.443, 0.235], [-2.242, 2.399, -2.510], [3.458, -2.049, 2.144], [-2.023, -3.836, 0.836], [0.174, 5.095, 1.875], [-1.855, 2.860, -2.436], [1.950, -0.486, -0.124], [2.000, 2.720, -1.366], [1.441, -1.338, -0.309], [-0.528, 0.833, 0.248], [1.256, -0.212, -3.086], [1.448, -2.827, 1.553]],
  "nbo_charge": [0.312, -0.671, 0.520, -0.831, -0.331, -0.406, 0.773, -0.733, -0.605, 0.412, 0.405, 0.353, 0.258, 0.276, 0.267],
  "e_above_lowest_kcal_mol": 121.6,
  "homo_ha": -0.3575,
  "spin_multiplicity": 1,
  "gap_ha": 0.3757
}

=====

No. 6
{
  "formula": "C3H7N3O2",
  "method": "wB97M-V/def2-TZVPD",
  "symbols": ["C", "N", "N", "C", "O", "N", "C", "O", "H", "H", "H", "H", "H", "H", "H"],
  "positions_angstrom": [[-1.77400, 0.91564, -1.22227], [-1.74342, 0.08259, 0.13767], [-1.30495, -1.29608, 0.04223], [-0.26204, -1.19969, -0.67503], [0.52067, -0.10015, -1.02218], [0.88261, 0.54780, 0.13185], [2.01526, 0.33550, 0.82451], [2.02916, 0.37782, 2.10774], [-0.73374, 0.98747, -1.67584], [-2.59699, 0.32562, -1.56899], [-1.89687, 2.17178, -1.14342], [-2.71603, -0.04226, 0.26090], [-0.07247, -2.06041, -1.30405], [0.11296, 0.93417, 0.62221], [2.78946, -0.18663, 0.37924]],
  "atomic_forces_ev_per_a": [[1.466, 2.418, 1.522], [0.079, 1.494, 0.862], [0.390, 3.603, -2.005], [0.541, -2.799, -1.245], [1.076, -1.480, 0.408], [0.576, 1.595, 0.258], [-1.710, -1.726, 5.683], [0.023, 1.137, -4.215], [-2.379, -0.860, -0.131], [-0.183, 0.728, -2.130], [-0.673, -3.689, 0.667], [-0.979, 0.114, 1.036], [1.016, -0.260, 0.317], [-1.038, 0.250, 0.658], [1.795, -0.526, -1.684]],
  "nbo_charge": [-0.513, -0.522, -0.246, 0.307, -0.359, -0.339, 0.477, -0.590, 0.253, 0.215, 0.224, 0.361, 0.181, 0.407, 0.141],
  "e_above_lowest_kcal_mol": 182.2,
  "homo_ha": -0.3419,
  "spin_multiplicity": 1,
  "gap_ha": 0.3682
}